Record 1
{"formula": "C5H10ClNO2", "method": "ωB97M-V/def2-TZVPD", "symbols": ["C", "C", "C", "C", "C", "N", "O", "O", "Cl", "H", "H", "H", "H", "H", "H", "H", "H", "H", "H"], "xyz": [[-0.063636, -1.443781, -0.950144], [-1.168712, 0.209088, 1.424491], [-0.973874, 1.644772, -0.636239], [1.025429, -0.493125, -0.876518], [-0.303636, 0.927990, 0.481017], [2.092542, -0.954365, -0.021472], [-0.004410, -2.475099, -0.084197], [-0.988441, -1.311668, -1.718289], [1.028670, 1.736441, 1.237903], [-0.654795, -0.513200, 1.972067], [-1.674933, 0.735211, 2.229027], [-1.966263, -0.227328, 0.795698], [-1.367358, 0.949450, -1.344095], [-0.359221, 2.420435, -1.016806], [-1.874695, 2.145663, -0.332067], [1.178259, 0.362862, -1.480515], [2.384638, -0.140387, 0.495751], [2.826993, -1.365752, -0.628277], [0.863442, -2.207208, 0.452665]], "forces_ev_per_a": [[-0.8, -0.3, -0.9], [-1.5, -0.4, -1.0], [-0.2, 0.2, 0.9], [-1.0, 0.4, 3.5], [1.2, -0.7, -1.3], [-0.3, -0.1, -1.2], [2.2, 1.2, 1.2], [-0.5, 0.0, -0.3], [0.3, 0.5, 0.3], [1.0, -1.7, 0.6], [0.0, 1.1, -0.3], [0.3, -0.3, 0.5], [0.3, -0.7, -0.9], [0.7, 0.4, -0.9], [-0.5, 0.4, 0.8], [-0.1, 0.2, -1.1], [0.9, 0.1, 0.3], [-0.2, 0.6, 0.9], [-1.7, -0.9, -1.1]], "nbo_charge": [0.691, -0.715, -0.715, -0.106, 0.124, -0.889, -0.689, -0.624, -0.013, 0.234, 0.244, 0.245, 0.274, 0.226, 0.226, 0.211, 0.385, 0.389, 0.502], "e_homo_ev": -8.6, "total_energy_ha": -861.869971, "e_above_lowest_kcal_mol": 52.34, "orbital_gap_ev": 8.31}



Record 2
{"formula": "C5H10CrO3", "method": "ωB97M-V/def2-TZVPD", "symbols": ["C", "O", "C", "O", "C", "C", "O", "C", "Cr", "H", "H", "H", "H", "H", "H", "H", "H", "H", "H"], "xyz": [[2.386351, 0.409066, 0.624931], [1.668338, 1.534027, 0.222802], [2.090070, -0.801177, -0.269821], [0.694416, -0.860278, -0.497295], [-0.388555, -1.707158, 0.079178], [-1.370840, -0.932757, 0.864616], [-1.794968, 0.215397, 0.013199], [-3.173299, 0.497416, -0.001291], [-0.057557, 0.988239, -0.367012], [2.152105, 0.132190, 1.674127], [3.479109, 0.583748, 0.587093], [2.446614, -1.745446, 0.170361], [2.543264, -0.645165, -1.261611], [0.102035, -2.464996, 0.705998], [-0.824120, -2.151026, -0.828209], [-0.893258, -0.473896, 1.752099], [-3.380730, 1.178341, -0.837690], [-3.737844, -0.436754, -0.134301], [-3.476968, 0.971039, 0.944149]], "forces_ev_per_a": [[0.6, -0.5, 0.4], [-0.4, -0.1, -0.5], [0.7, -0.1, 0.3], [-0.3, 1.1, -1.3], [-0.6, -0.7, 0.6], [0.6, -0.3, 0.4], [-0.6, -0.2, -0.4], [-0.6, 0.0, 0.0], [1.0, 0.6, 0.6], [0.0, 0.1, -0.3], [-0.3, 0.1, 0.0], [0.0, 0.2, -0.1], [0.0, -0.2, 0.3], [-0.3, 0.1, -0.2], [0.2, 0.0, 0.3], [-0.2, -0.1, -0.1], [0.1, -0.1, 0.2], [0.2, 0.3, 0.1], [0.0, -0.2, -0.2]], "nbo_charge": [-0.085, -0.893, -0.089, -0.639, -0.160, -0.375, -0.668, -0.225, 1.383, 0.147, 0.163, 0.184, 0.182, 0.203, 0.189, 0.132, 0.172, 0.202, 0.179], "e_homo_ev": [-6.9, -7.0], "total_energy_ha": -1466.549429, "e_above_lowest_kcal_mol": 41.87, "orbital_gap_ev": [6.39, 6.44], "spin_multiplicity": 5}



Record 3
{"formula": "C5H10F2N2", "method": "ωB97M-V/def2-TZVPD", "symbols": ["C", "C", "C", "C", "C", "N", "N", "F", "F", "H", "H", "H", "H", "H", "H", "H", "H", "H", "H"], "xyz": [[-0.511114, 1.399079, -0.191722], [0.254255, 0.607242, -1.276007], [-0.258585, -0.858446, 0.439040], [-0.542711, 0.911124, 2.187959], [1.092089, -1.710028, -1.340763], [-0.886157, 0.437016, 0.820155], [0.638162, -0.600996, -0.579555], [-0.464554, 0.428870, -2.417181], [-1.322567, -1.701725, 0.023967], [0.097725, 2.207675, 0.262176], [-1.391656, 1.753567, -0.683652], [1.102770, 1.386189, -1.612811], [0.076248, -1.332140, 1.304252], [-0.925609, 1.981546, 2.289277], [-1.199740, 0.479298, 2.945148], [0.476235, 0.587087, 2.479716], [1.973699, -1.464495, -1.913457], [1.390552, -2.370596, -0.644027], [0.400955, -2.140267, -2.092516]], "forces_ev_per_a": [[0.3, -0.6, -0.4], [2.3, 3.0, 1.2], [-3.3, 2.3, 0.4], [-1.5, 0.0, 0.0], [-0.3, 1.1, -2.8], [1.1, -1.0, 0.8], [-0.1, 1.9, -1.5], [-0.7, -0.6, -0.4], [0.3, -0.1, -0.3], [-0.3, -0.3, -0.6], [-0.6, 0.8, -0.2], [-1.0, -2.4, 0.6], [1.2, -1.0, 1.3], [1.6, -1.1, -0.3], [-0.1, -0.7, -0.2], [-0.1, 1.1, -0.1], [0.4, 0.4, -0.1], [0.9, -3.0, 2.0], [-0.1, 0.2, 0.8]], "nbo_charge": [-0.263, 0.351, 0.481, -0.440, -0.400, -0.434, -0.476, -0.360, -0.394, 0.195, 0.215, 0.154, 0.155, 0.220, 0.205, 0.189, 0.201, 0.200, 0.200], "e_homo_ev": -9.1, "total_energy_ha": -505.714103, "e_above_lowest_kcal_mol": 0.00, "orbital_gap_ev": 10.06, "smiles": "CN1C[C@H](F)N(C)[C@@H]1F"}



Record 4
{"formula": "C5H10F2O", "method": "ωB97M-V/def2-TZVPD", "symbols": ["C", "C", "C", "C", "C", "O", "F", "F", "H", "H", "H", "H", "H", "H", "H", "H", "H", "H"], "xyz": [[-0.426622, 0.837846, 1.502866], [-0.235270, -1.511584, 0.497993], [0.231067, 1.040157, -1.691941], [0.523744, -0.184760, 0.733280], [1.037120, 0.444806, -0.567452], [1.831511, -0.921640, -1.563664], [1.627030, -0.367840, 1.653051], [2.025475, 1.315069, -0.274660], [0.225243, 1.511571, 2.080882], [-1.026711, 0.192490, 2.100018], [-0.989808, 1.291222, 0.638240], [0.095277, -2.152689, 1.400192], [0.218396, -1.866059, -0.368229], [-1.316140, -1.218069, 0.475753], [0.076043, 2.098139, -1.527382], [-0.653777, 0.452416, -1.941538], [0.874177, 0.957783, -2.649630], [2.809232, -0.864475, -1.537441]], "forces_ev_per_a": [[1.5, -0.7, -2.2], [0.7, 1.4, 3.1], [1.3, -1.5, -1.0], [-0.9, 1.8, 0.6], [-2.6, 2.5, 3.0], [2.1, -3.2, -2.4], [-0.6, -0.4, -1.3], [1.2, 0.8, 0.2], [-0.7, 0.0, -0.4], [-0.8, 0.1, 0.8], [0.2, 0.0, 1.5], [-1.1, 0.8, -1.4], [-0.1, -1.4, -1.6], [0.9, -1.0, -0.2], [-0.4, 0.3, 0.0], [-0.2, 0.3, 0.3], [-0.8, 0.2, 1.1], [0.2, 0.0, -0.1]], "nbo_charge": [-0.641, -0.659, -0.691, 0.310, 0.338, -0.325, -0.393, -0.373, 0.234, 0.205, 0.207, 0.241, 0.219, 0.225, 0.225, 0.227, 0.210, 0.442], "e_homo_ev": [-5.5, -11.0], "total_energy_ha": -471.241150, "orbital_gap_ev": [6.32, 8.07], "spin_multiplicity": 3}